(1)
{
  "formula": "C20H44BBr16N3O8",
  "method": "wB97M-V/def2-TZVPD",
  "relative_energy_kcal_mol": 0.00,
  "orbital_gap_ha": 0.2652,
  "charge": 2,
  "largest_force_ev_per_a": 1.610,
  "species": ["N", "H", "H", "H", "H", "N", "H", "H", "H", "H", "N", "H", "H", "H", "H", "O", "C", "O", "B", "O", "C", "O", "O", "C", "O", "C", "O", "O", "Br", "C", "C", "Br", "H", "H", "H", "H", "Br", "C", "C", "Br", "H", "H", "H", "H", "Br", "C", "C", "Br", "H", "H", "H", "H", "Br", "C", "C", "Br", "H", "H", "H", "H", "Br", "C", "C", "Br", "H", "H", "H", "H", "Br", "C", "C", "Br", "H", "H", "H", "H", "Br", "C", "C", "Br", "H", "H", "H", "H", "Br", "C", "C", "Br", "H", "H", "H", "H"],
  "positions_angstrom": [[1.966, 2.417, -3.968], [1.286, 2.552, -4.738], [2.442, 1.525, -4.112], [1.425, 2.328, -3.090], [2.667, 3.159, -3.921], [3.327, -3.991, -2.080], [2.489, -3.971, -1.463], [4.055, -3.338, -1.795], [2.982, -3.627, -2.981], [3.663, -4.947, -2.262], [3.942, -2.254, 3.675], [4.699, -1.700, 4.087], [2.978, -1.912, 3.800], [4.057, -3.254, 3.890], [4.112, -2.142, 2.665], [-2.507, 2.437, -0.594], [-1.475, 1.893, -0.734], [-1.106, 0.697, -0.298], [0.317, 0.464, -0.518], [0.753, 1.588, -1.352], [-0.231, 2.484, -1.437], [-0.126, 3.483, -2.060], [1.101, 0.341, 0.728], [1.538, -0.883, 0.874], [2.247, -1.295, 1.762], [1.086, -1.690, -0.373], [0.487, -0.863, -1.180], [1.391, -2.816, -0.630], [-2.167, 6.143, -2.151], [-3.551, 6.045, -0.762], [-4.765, 5.409, -1.362], [-6.024, 4.919, 0.055], [-3.709, 7.025, -0.325], [-3.104, 5.409, -0.005], [-4.540, 4.483, -1.878], [-5.283, 6.048, -2.072], [3.251, -6.929, -0.822], [2.368, -6.252, 0.807], [3.400, -5.968, 1.850], [2.535, -5.429, 3.513], [1.604, -6.980, 1.058], [1.832, -5.357, 0.496], [3.981, -5.108, 1.519], [4.112, -6.770, 2.011], [4.187, 1.899, -1.628], [3.511, 2.414, 0.140], [4.302, 3.496, 0.787], [3.955, 5.160, -0.180], [3.386, 1.514, 0.739], [2.501, 2.723, -0.101], [5.382, 3.378, 0.767], [4.042, 3.651, 1.832], [0.111, -5.693, -2.197], [-1.476, -4.707, -2.815], [-1.446, -3.345, -2.171], [-2.849, -2.246, -2.952], [-2.302, -5.333, -2.496], [-1.433, -4.659, -3.895], [-0.527, -2.884, -2.524], [-1.443, -3.341, -1.087], [-4.728, -1.460, 0.007], [-4.908, 0.393, 0.558], [-4.183, 0.672, 1.843], [-4.705, -0.393, 3.378], [-5.972, 0.591, 0.654], [-4.527, 1.055, -0.212], [-4.307, 1.716, 2.127], [-3.113, 0.524, 1.701], [-1.077, 2.256, 2.745], [0.672, 3.099, 2.878], [0.499, 4.590, 3.046], [2.233, 5.399, 3.353], [1.197, 2.882, 1.957], [1.163, 2.761, 3.784], [-0.152, 4.846, 3.874], [0.057, 5.018, 2.148], [-1.026, 2.120, -5.131], [-2.780, 2.448, -4.282], [-3.336, 1.117, -3.887], [-5.199, 1.310, -3.373], [-3.325, 2.989, -5.048], [-2.640, 3.130, -3.445], [-2.773, 0.692, -3.057], [-3.272, 0.374, -4.676], [-1.617, -2.594, 2.199], [-0.158, -2.665, 3.462], [-0.649, -3.244, 4.760], [0.804, -3.130, 6.071], [0.194, -1.653, 3.658], [0.642, -3.227, 2.992], [-0.912, -4.297, 4.711], [-1.509, -2.717, 5.160]]
}

---

(2)
{
  "formula": "C20H44CeNOP3Se",
  "method": "wB97M-V/def2-TZVPD",
  "multiplicity": 2,
  "s_squared": 0.7706,
  "orbital_gap_ha": [0.2568, 0.1494],
  "charge": 3,
  "largest_force_ev_per_a": 3.750,
  "species": ["Ce", "P", "P", "P", "H", "C", "C", "H", "C", "C", "C", "C", "C", "C", "C", "C", "C", "H", "H", "H", "H", "H", "H", "H", "H", "H", "H", "H", "H", "H", "H", "H", "H", "H", "H", "H", "H", "H", "H", "H", "H", "H", "H", "H", "H", "H", "C", "C", "C", "C", "C", "C", "Se", "H", "H", "H", "H", "H", "H", "C", "N", "C", "C", "O", "H", "H", "H", "H", "H", "H", "H"],
  "positions_angstrom": [[-1.142, 0.945, 0.397], [1.484, -0.918, 0.113], [0.988, 3.148, 0.067], [0.054, 0.542, -2.402], [-3.987, -2.874, -0.236], [-3.397, -3.306, -1.047], [-2.139, -3.776, -0.929], [-1.526, -3.726, -0.010], [1.740, -1.797, 1.700], [3.186, -0.206, 0.027], [1.705, -2.392, -0.975], [-0.039, 4.653, -0.240], [1.713, 3.454, 1.736], [2.439, 3.441, -1.044], [-0.612, -0.984, -3.191], [1.716, 0.635, -3.184], [-0.789, 1.837, -3.390], [-3.838, -3.287, -2.039], [-1.668, -4.211, -1.794], [0.775, -2.159, 2.077], [2.208, -1.128, 2.433], [2.409, -2.651, 1.521], [3.265, 0.611, 0.759], [3.407, 0.172, -0.979], [3.915, -0.990, 0.289], [0.755, -2.940, -1.034], [2.463, -3.042, -0.512], [2.043, -2.112, -1.979], [0.444, 5.589, 0.039], [-0.979, 4.524, 0.302], [-0.280, 4.657, -1.304], [2.033, 4.484, 1.903], [2.570, 2.780, 1.845], [0.968, 3.170, 2.481], [2.953, 4.391, -0.880], [2.093, 3.404, -2.080], [3.151, 2.621, -0.905], [-0.911, -0.743, -4.220], [-1.482, -1.354, -2.630], [0.153, -1.771, -3.212], [1.593, 0.824, -4.260], [2.268, -0.303, -3.051], [2.292, 1.460, -2.748], [-0.733, 1.564, -4.452], [-0.297, 2.805, -3.230], [-1.838, 1.921, -3.065], [-4.683, 1.900, -1.084], [-5.228, 0.600, -0.934], [-6.562, 0.402, -1.343], [-7.311, 1.492, -1.817], [-6.738, 2.777, -1.978], [-5.415, 2.962, -1.617], [-2.869, 2.501, -0.684], [-2.096, -0.556, 0.817], [-4.613, -0.194, -0.507], [-6.983, -0.609, -1.263], [-8.351, 1.338, -2.075], [-7.294, 3.620, -2.381], [-4.931, 3.938, -1.737], [-1.764, -0.598, 4.806], [-0.402, -0.061, 4.693], [0.421, -0.013, 5.899], [0.012, 0.635, 3.646], [-0.644, 0.747, 2.564], [-2.400, 0.084, 5.380], [-1.724, -1.541, 5.353], [-2.199, -0.768, 3.825], [1.321, -0.640, 5.798], [0.758, 1.017, 6.090], [-0.166, -0.368, 6.752], [0.991, 1.130, 3.734]]
}

---

(3)
{
  "formula": "C20H44ClN4O10",
  "method": "wB97M-V/def2-TZVPD",
  "relative_energy_kcal_mol": 35.82,
  "orbital_gap_ha": 0.1074,
  "charge": -3,
  "largest_force_ev_per_a": 3.766,
  "species": ["N", "H", "H", "H", "H", "N", "H", "H", "H", "H", "C", "C", "C", "O", "C", "C", "C", "O", "O", "O", "H", "H", "O", "C", "C", "O", "H", "H", "H", "H", "Cl", "O", "O", "O", "O", "C", "C", "N", "C", "C", "C", "C", "H", "H", "H", "H", "H", "H", "H", "H", "H", "H", "H", "H", "H", "H", "H", "C", "C", "N", "C", "C", "C", "C", "H", "H", "H", "H", "H", "H", "H", "H", "H", "H", "H", "H", "H", "H", "H"],
  "positions_angstrom": [[0.934, -0.549, 0.640], [0.768, 0.465, 0.697], [1.622, -0.869, 1.343], [1.276, -0.802, -0.317], [0.004, -0.959, 0.753], [2.533, -3.782, -0.010], [1.622, -3.843, 0.451], [3.204, -3.531, 0.732], [2.443, -3.014, -0.717], [2.768, -4.658, -0.457], [6.041, -3.056, 3.019], [6.438, -2.342, 4.172], [5.243, -1.636, 5.001], [5.570, -1.052, 6.043], [4.002, -1.403, 4.327], [3.783, -1.958, 3.108], [4.782, -2.893, 2.463], [4.500, -3.631, 1.457], [2.638, -1.764, 2.551], [7.561, -2.221, 4.671], [6.667, -3.849, 2.630], [3.329, -0.781, 4.902], [2.295, -1.589, -1.553], [2.089, -1.701, -2.933], [3.157, -2.324, -3.857], [3.177, -2.057, -5.249], [1.801, -0.696, -3.279], [1.188, -2.326, -3.108], [3.433, -3.357, -3.573], [4.111, -1.822, -3.604], [-1.715, -2.960, 0.836], [-1.838, -1.836, 1.739], [-2.942, -3.647, 0.661], [-1.184, -2.482, -0.413], [-0.637, -3.772, 1.328], [-5.814, 2.508, -1.113], [-5.305, 1.137, -1.679], [-3.977, 1.314, -2.228], [-3.046, 0.278, -1.848], [-1.607, 0.513, -2.302], [-3.870, 1.768, -3.626], [-4.165, 0.608, -4.612], [-5.951, 3.217, -1.927], [-5.090, 2.910, -0.403], [-6.696, 2.287, -0.506], [-5.363, 0.389, -0.891], [-6.025, 0.877, -2.464], [-3.354, -0.760, -2.034], [-2.974, 0.249, -0.755], [-0.945, -0.027, -1.621], [-1.298, 1.558, -2.295], [-1.286, 0.076, -3.250], [-4.535, 2.616, -3.804], [-2.874, 2.189, -3.747], [-3.474, -0.222, -4.469], [-5.176, 0.228, -4.454], [-4.101, 0.928, -5.654], [-2.030, 3.138, 1.553], [-1.185, 1.971, 1.016], [0.247, 2.163, 1.277], [0.981, 3.251, 0.631], [0.819, 3.211, -0.887], [0.573, 2.191, 2.727], [0.153, 0.901, 3.472], [-1.490, 4.082, 1.445], [-2.327, 3.031, 2.595], [-2.920, 3.252, 0.929], [-1.686, 1.104, 1.452], [-1.249, 1.786, -0.056], [0.487, 4.156, 1.012], [2.027, 3.262, 0.926], [1.298, 4.044, -1.402], [1.042, 2.229, -1.305], [-0.225, 3.373, -1.177], [0.184, 3.103, 3.194], [1.653, 2.211, 2.885], [0.123, 0.029, 2.823], [-0.910, 0.924, 3.742], [0.699, 0.645, 4.376]]
}

---

(4)
{
  "formula": "C20H44N5O8V",
  "method": "wB97M-V/def2-TZVPD",
  "multiplicity": 5,
  "s_squared": 6.0029,
  "orbital_gap_ha": [0.1777, 0.3358],
  "charge": 0,
  "largest_force_ev_per_a": 4.087,
  "species": ["V", "C", "C", "O", "O", "H", "H", "H", "C", "O", "N", "C", "C", "H", "H", "H", "H", "H", "H", "H", "C", "O", "N", "C", "C", "H", "H", "H", "H", "H", "H", "H", "C", "O", "N", "C", "C", "H", "H", "H", "H", "H", "H", "H", "C", "O", "N", "C", "C", "H", "H", "H", "H", "H", "H", "H", "C", "O", "N", "C", "C", "H", "H", "H", "H", "H", "H", "H", "C", "C", "O", "C", "H", "H", "H", "H", "H", "H"],
  "positions_angstrom": [[-3.194, 0.981, -0.626], [0.611, -0.650, 0.131], [-0.773, -0.081, -0.112], [-1.800, -0.776, -0.055], [-0.981, 1.134, -0.442], [0.734, -1.129, 1.102], [1.363, 0.132, 0.030], [0.788, -1.391, -0.649], [0.952, 3.249, 4.246], [-0.176, 3.554, 4.617], [1.401, 3.198, 2.962], [2.791, 2.829, 2.674], [0.506, 3.347, 1.845], [1.700, 3.030, 5.024], [3.069, 3.071, 1.648], [2.889, 1.747, 2.766], [3.420, 3.364, 3.386], [0.837, 4.233, 1.303], [0.675, 2.521, 1.155], [-0.549, 3.479, 2.086], [-1.006, -4.357, 0.169], [-0.524, -5.177, -0.629], [-2.316, -4.255, 0.448], [-2.813, -3.345, 1.436], [-3.375, -5.072, -0.168], [-0.510, -3.639, 0.841], [-3.601, -2.716, 1.020], [-2.015, -2.676, 1.759], [-3.141, -3.888, 2.322], [-4.258, -4.471, -0.386], [-2.962, -5.395, -1.124], [-3.557, -5.946, 0.457], [-3.260, 0.391, -4.008], [-3.317, 0.384, -2.749], [-2.147, 0.244, -4.745], [-2.250, 0.395, -6.210], [-0.794, 0.055, -4.173], [-4.145, 0.701, -4.584], [-1.638, 1.208, -6.600], [-3.228, 0.552, -6.664], [-1.818, -0.419, -6.792], [-0.808, 0.042, -3.083], [-0.405, -0.901, -4.521], [-0.123, 0.875, -4.431], [-3.556, 0.510, 2.727], [-3.439, 1.144, 1.657], [-2.473, 0.178, 3.538], [-2.733, -0.713, 4.715], [-1.059, 0.565, 3.385], [-4.499, 0.147, 3.163], [-2.431, -0.166, 5.608], [-2.067, -1.572, 4.646], [-3.754, -1.083, 4.807], [-0.934, 1.090, 2.438], [-0.692, 1.099, 4.262], [-0.432, -0.293, 3.143], [4.978, -0.079, 0.187], [5.035, 0.339, 1.357], [4.561, -1.330, -0.126], [4.286, -1.888, -1.492], [4.105, -2.320, 0.894], [5.147, 0.474, -0.750], [4.815, -1.328, -2.263], [3.219, -1.901, -1.717], [4.688, -2.900, -1.547], [4.202, -1.965, 1.920], [3.041, -2.553, 0.863], [4.683, -3.231, 0.736], [2.162, 1.938, -2.724], [1.970, 3.295, -2.099], [2.955, 4.010, -1.731], [0.583, 3.745, -1.899], [3.230, 1.719, -2.746], [1.860, 1.946, -3.771], [1.618, 1.118, -2.256], [0.421, 4.605, -2.549], [0.365, 4.016, -0.866], [-0.107, 2.952, -2.185]]
}

---

(5)
{
  "formula": "C20H44NOP3SSc",
  "method": "wB97M-V/def2-TZVPD",
  "relative_energy_kcal_mol": 51.19,
  "orbital_gap_ha": 0.2297,
  "charge": 3,
  "largest_force_ev_per_a": 4.054,
  "species": ["Sc", "P", "P", "P", "H", "C", "C", "H", "C", "C", "C", "C", "C", "C", "C", "C", "C", "H", "H", "H", "H", "H", "H", "H", "H", "H", "H", "H", "H", "H", "H", "H", "H", "H", "H", "H", "H", "H", "H", "H", "H", "H", "H", "H", "H", "H", "C", "C", "C", "C", "C", "C", "S", "H", "H", "H", "H", "H", "H", "C", "N", "C", "C", "O", "H", "H", "H", "H", "H", "H", "H"],
  "positions_angstrom": [[-0.029, -0.069, -0.186], [2.193, 1.327, -0.153], [-2.543, 0.132, 1.037], [-1.112, 2.556, -1.025], [-1.113, -0.857, -3.193], [-0.528, -0.668, -2.271], [0.858, -0.279, -2.750], [1.229, 0.719, -2.468], [3.473, 0.117, 0.328], [2.182, 2.523, 1.235], [3.048, 2.295, -1.456], [-3.895, -0.704, 0.103], [-2.617, -0.810, 2.609], [-3.396, 1.643, 1.662], [-0.211, 3.176, -2.500], [-1.247, 4.102, -0.028], [-2.805, 2.495, -1.753], [-1.139, 0.192, -1.850], [1.604, -1.065, -2.578], [4.358, 0.266, -0.302], [3.104, -0.905, 0.168], [3.746, 0.231, 1.385], [1.583, 2.126, 2.066], [1.722, 3.465, 0.904], [3.215, 2.705, 1.566], [2.728, 2.013, -2.465], [4.126, 2.109, -1.368], [2.840, 3.365, -1.320], [-4.744, -0.927, 0.766], [-3.518, -1.645, -0.320], [-4.234, -0.062, -0.721], [-3.630, -0.725, 3.028], [-1.900, -0.388, 3.325], [-2.376, -1.868, 2.451], [-4.083, 1.357, 2.472], [-3.970, 2.155, 0.882], [-2.653, 2.341, 2.072], [-0.901, 3.802, -3.081], [0.134, 2.350, -3.136], [0.645, 3.788, -2.190], [-2.074, 4.723, -0.407], [-0.313, 4.676, -0.101], [-1.441, 3.858, 1.025], [-2.939, 3.394, -2.369], [-3.587, 2.480, -0.986], [-2.911, 1.608, -2.393], [0.616, -2.089, -0.550], [-0.637, -1.953, -1.404], [-0.935, -3.159, -2.276], [-0.165, -4.277, -2.188], [0.938, -4.338, -1.329], [1.300, -3.257, -0.506], [1.210, -0.077, -5.039], [2.481, -0.060, -4.866], [-1.532, -1.787, -0.747], [-1.755, -3.048, -2.983], [-0.424, -5.146, -2.795], [1.538, -5.238, -1.284], [2.146, -3.393, 0.172], [2.239, -1.079, 3.949], [1.438, -2.055, 3.208], [1.550, -3.464, 3.573], [0.596, -1.693, 2.258], [0.559, -0.505, 1.767], [3.197, -1.543, 4.206], [1.720, -0.784, 4.870], [2.399, -0.190, 3.345], [0.576, -3.874, 3.868], [1.901, -4.063, 2.724], [2.263, -3.565, 4.394], [-0.102, -2.479, 1.923]]
}

---

(6)
{
  "formula": "C20H44O12",
  "method": "wB97M-V/def2-TZVPD",
  "relative_energy_kcal_mol": 0.00,
  "orbital_gap_ha": 0.3120,
  "smiles": "Oc1ccc(O)cc1.Oc1ccc(O)cc1.CO.CO.CO.CO.CO.CO.CO.CO",
  "charge": 0,
  "largest_force_ev_per_a": 10.049,
  "species": ["O", "C", "C", "C", "C", "O", "C", "C", "H", "H", "H", "H", "H", "H", "O", "C", "C", "C", "C", "O", "C", "C", "H", "H", "H", "H", "H", "H", "C", "O", "H", "H", "H", "H", "C", "O", "H", "H", "H", "H", "C", "O", "H", "H", "H", "H", "C", "O", "H", "H", "H", "H", "C", "O", "H", "H", "H", "H", "C", "O", "H", "H", "H", "H", "C", "O", "H", "H", "H", "H", "C", "O", "H", "H", "H", "H"],
  "positions_angstrom": [[4.049, 1.125, 3.842], [2.939, 1.983, 3.822], [3.045, 3.170, 4.509], [1.855, 4.003, 4.546], [0.621, 3.518, 4.121], [-0.495, 4.276, 4.202], [0.489, 2.297, 3.418], [1.684, 1.571, 3.315], [4.112, 0.200, 3.416], [3.906, 3.623, 5.057], [2.045, 4.989, 5.002], [-0.294, 4.749, 4.997], [-0.527, 1.919, 3.197], [1.535, 0.717, 2.731], [-2.604, -8.257, -1.175], [-2.292, -6.923, -1.247], [-2.404, -6.251, -2.446], [-1.931, -4.919, -2.401], [-1.508, -4.273, -1.216], [-1.201, -2.938, -1.121], [-1.421, -5.081, -0.067], [-1.747, -6.385, -0.076], [-2.974, -8.776, -1.877], [-2.607, -6.857, -3.404], [-1.799, -4.303, -3.274], [-1.212, -2.515, -1.912], [-1.137, -4.373, 0.848], [-1.624, -6.799, 0.869], [-2.019, 1.877, -4.247], [-2.743, 0.742, -4.020], [-1.593, 2.180, -3.318], [-2.311, 2.742, -4.784], [-1.160, 1.338, -4.872], [-3.658, 0.974, -3.664], [-2.146, 3.671, 1.008], [-3.404, 3.664, 0.206], [-1.575, 4.440, 0.602], [-1.563, 2.727, 0.728], [-2.329, 3.805, 2.068], [-4.175, 3.627, 0.691], [4.922, 1.489, -0.173], [3.872, 1.773, 0.644], [4.826, 1.662, -1.157], [5.071, 0.295, -0.121], [5.703, 1.853, 0.138], [4.013, 2.576, 1.161], [2.234, -3.221, -0.920], [1.526, -4.012, -1.799], [2.965, -2.579, -1.491], [2.915, -3.951, -0.503], [1.601, -2.910, -0.142], [0.790, -4.343, -1.285], [0.211, 0.188, -0.675], [0.897, 1.096, 0.283], [0.881, -0.354, -1.265], [-0.186, 1.026, -1.292], [-0.447, -0.495, -0.294], [1.708, 1.069, 0.065], [-3.405, -0.347, 1.309], [-4.290, -0.655, 2.353], [-2.602, 0.472, 1.556], [-3.952, 0.258, 0.495], [-2.782, -1.242, 0.866], [-3.906, -1.282, 2.932], [-0.274, -1.606, -4.339], [-0.933, -1.203, -3.139], [-0.766, -0.954, -5.207], [-0.273, -2.635, -4.473], [0.783, -1.695, -4.139], [-1.544, -0.661, -3.366], [1.917, 5.226, 0.861], [1.217, 4.108, 0.451], [2.351, 4.935, 1.931], [1.224, 5.983, 1.263], [2.843, 5.566, 0.335], [1.057, 3.292, 1.061]]
}